(1)
ORCA calculation (ωB97M-V/def2-TZVPD) on an isolated molecule of C7H8.

Last column: Löwdin charge in e.
Atoms and positions in Å:
H  -0.37548  0.95312  2.04555  0.08
C  0.00395  0.38636  1.24595  -0.05
H  -0.49395  3.16429  0.00459  0.10
H  -2.07538  2.07356  -0.11990  0.08
C  -1.00102  2.21249  -0.40028  -0.09
C  0.41066  -0.97541  1.35924  -0.08
H  1.40421  -2.64294  0.39830  0.09
H  -1.08290  2.13238  -1.60282  0.10
C  0.37307  -1.33933  -1.01691  -0.09
C  -0.00917  0.08265  -1.17255  -0.06
C  -0.23742  0.94885  -0.05058  -0.30
C  0.77016  -1.79049  0.23324  -0.10
H  0.53794  -1.72906  -2.00079  0.08
H  -0.24185  0.29393  -2.30250  0.12
H  0.46600  -1.39596  2.38897  0.10

Its LUMO energy is 0.038 Eh. For the highest occupied orbital energy, the calculation gives -0.3240 hartree. As for the SMILES: Cc1ccccc1. As for the HOMO-LUMO gap: 9.854 eV. The relative energy (zero: lowest compared OMol25 entry of this formula, charge and spin) is 1.541 eV.

(2)
ORCA calculation (ωB97M-V/def2-TZVPD) on a structure of composition C6H8N2O2P.

Last column: Löwdin charge in e.
Atoms and positions in Å:
O  1.53738  -2.26793  0.51212  -0.07
C  -1.98035  -0.14862  0.74298  -0.18
H  -0.03880  -2.35038  -1.19617  -0.06
C  1.61201  -1.05421  0.25938  -0.67
N  2.58694  -0.25051  0.87400  0.03
H  -1.11594  -0.09895  1.25578  0.05
C  -1.90243  -0.75454  -0.62853  -0.44
H  -2.87280  -1.17242  -0.88370  0.08
H  2.49629  -0.52053  1.83670  0.10
N  0.85971  -0.30335  -0.59781  -0.25
P  -0.28610  -0.95189  -1.58198  0.84
H  -2.82260  -0.38215  1.30072  0.07
C  1.61712  1.50946  -0.45488  -0.35
O  0.99415  2.33676  -1.06822  0.00
C  2.39457  1.15113  0.56193  -0.16
H  -2.98666  1.24899  -0.48749  0.07
C  -2.06572  0.74529  -0.43408  -0.22
H  3.33423  1.76657  0.61064  0.10
H  -1.36100  1.49729  -0.62140  0.05

The charge is -1. Its LUMO energy is 0.144 Eh. For the highest occupied orbital energy, the calculation gives -0.1402 hartree. As for the HOMO-LUMO gap: 7.740 eV. The relative energy (zero: lowest compared OMol25 entry of this formula, charge and spin) is 4.703 eV.

(3)
ORCA calculation (ωB97M-V/def2-TZVPD) on a structure of composition C46H46FN6O8PSiSn.

Last column: Löwdin charge in e.
Atoms and positions in Å:
C  -0.20260  3.33933  3.11646  -0.21
C  1.56857  -1.50707  -1.23215  -0.61
C  3.43474  1.73229  2.22486  -0.37
H  1.12574  2.73692  6.69807  0.10
C  -0.84196  3.90976  4.21726  -0.05
H  3.33144  3.75410  2.93983  0.10
C  -2.59739  -2.51953  -0.74268  -0.12
C  1.68344  -2.13960  3.85056  -0.08
C  4.62979  2.84383  -1.74794  -0.12
H  -7.77734  -3.30853  3.35425  0.18
H  4.25790  -0.17447  -1.28279  0.14
H  -0.16587  -5.68453  -1.21198  0.11
H  0.04490  3.86250  -7.02657  0.03
C  4.28808  0.69855  1.83410  -0.13
N  -6.91718  -2.78654  3.53630  0.06
C  -5.75631  -3.62772  3.09939  -0.08
Sn  1.35037  1.88365  -1.50220  1.26
C  0.93438  1.53366  -3.72179  -0.26
O  8.29917  2.64093  -2.18164  0.07
C  5.95373  1.07041  -1.66528  0.00
P  1.64860  1.56187  1.89730  1.10
H  -1.29719  -2.31247  2.25503  0.09
C  7.22143  3.19616  -2.18213  -0.52
H  0.19063  -3.67633  3.70140  0.09
H  2.22289  1.65184  4.78203  0.10
C  -1.55416  1.07515  -7.17316  -0.20
C  -0.34730  -1.91298  2.59868  -0.09
H  -2.82513  0.69580  0.29824  0.14
H  -1.70060  4.55135  4.05530  0.11
H  -4.18829  -3.95015  -0.57982  0.11
O  2.01580  -0.35563  -0.95122  -0.19
H  -0.85708  4.17278  6.34213  0.10
C  5.36036  3.08565  2.74300  -0.08
C  -7.04292  -1.83127  1.27468  -0.13
H  7.27655  2.17517  2.42301  0.10
H  -1.75259  3.67871  1.56866  0.11
O  2.22769  -2.53653  -1.38702  0.02
C  0.04787  -0.64380  2.20809  -0.10
H  1.25499  -0.11930  -8.42877  0.02
N  -1.68932  -3.37114  -1.33726  0.01
O  4.71100  5.15664  -2.21603  0.04
C  0.04068  -1.68673  -1.26946  -0.01
H  1.72535  3.36914  -7.17957  0.03
N  -5.94909  -2.67159  0.84300  -0.09
H  -7.97956  -2.36951  1.07594  0.13
C  0.90648  2.49557  3.31892  -0.29
H  -0.58874  -0.04495  1.56715  0.08
C  1.27258  -0.11129  2.60558  -0.34
C  -2.22638  -1.18412  -0.51994  -0.06
H  6.77692  0.37671  -1.66811  0.14
O  1.30729  4.45424  1.10282  -0.09
H  -5.74451  -4.55069  3.67731  0.14
H  2.32594  -2.72393  4.49798  0.10
C  -3.86630  -2.94804  -0.33992  0.06
H  -2.76221  -4.68372  -2.59317  0.16
C  6.20285  2.04808  2.37443  -0.08
C  -0.92924  -0.65678  -0.98883  -0.32
H  -7.06515  -0.90980  0.70282  0.14
C  -0.68615  3.72098  1.76640  -0.15
O  2.78015  4.28160  -1.51934  -0.13
N  4.67948  0.73006  -1.44982  0.03
C  -2.32321  -5.75685  -0.70598  -0.11
C  0.54987  1.47996  -4.87972  -0.25
C  2.07705  -0.86843  3.45442  -0.09
H  3.02502  -0.47590  3.79789  0.10
H  -1.90863  0.11885  -6.78365  0.02
H  -2.21256  1.85741  -6.79027  0.02
H  0.32283  -3.68221  -1.81507  0.14
C  -3.10852  -0.33737  0.13831  0.08
H  5.77801  4.02444  3.08424  0.10
H  2.36706  0.16951  -7.08443  0.03
H  -1.17394  -6.57632  -2.42763  0.11
C  0.74412  2.89745  5.69714  -0.08
C  -0.39872  -2.94502  -1.49316  0.05
C  -6.97386  -1.49945  2.76761  -0.09
C  -5.89298  -3.90389  1.59863  -0.14
H  6.31558  0.04056  1.62549  0.10
C  5.66267  0.85331  1.92047  -0.09
O  -0.78144  0.55878  -1.09159  -0.09
C  -1.14789  -5.84512  -1.63311  -0.08
H  0.60334  3.10684  -8.52102  0.02
C  -2.08764  -4.69077  -1.74328  -0.26
H  1.67787  4.74698  0.23267  0.08
F  -5.09723  0.04741  1.31221  0.03
H  6.11266  4.78378  -2.38904  0.03
H  -3.15418  -6.43644  -0.84676  0.10
C  -4.72377  -2.12514  0.37889  -0.15
H  -7.84469  -0.92874  3.08747  0.14
N  -0.01222  4.25478  0.82835  -0.01
O  7.08020  4.47049  -2.46411  0.11
C  3.99588  4.21037  -1.84150  -0.58
C  5.98253  2.43488  -1.86733  -0.05
Si  0.24755  1.41493  -6.68996  0.43
H  -1.66558  1.05398  -8.25937  0.02
H  -6.86488  -2.59991  4.53698  0.19
C  0.47851  -2.67201  3.41486  -0.10
H  -2.12048  -5.51029  0.32858  0.11
C  0.70154  3.09112  -7.43357  -0.19
C  -4.30565  -0.81025  0.60126  -0.18
C  1.32108  0.00132  -7.34537  -0.20
C  -0.36867  3.69939  5.49979  -0.09
H  -6.80775  -4.48058  1.41296  0.14
H  3.86537  -0.22399  1.45194  0.10
N  3.87143  1.78434  -1.48815  0.00
H  -5.04545  -4.50582  1.28604  0.12
H  -6.07502  -0.92995  2.99098  0.13
C  3.98362  2.93374  2.66788  -0.09
H  1.01870  -0.93942  -6.88116  0.02
C  1.36541  2.29311  4.61805  -0.08
H  -4.84017  -3.06849  3.28976  0.15

Its LUMO energy is -0.077 Eh. For the highest occupied orbital energy, the calculation gives -0.2394 hartree. As for the HOMO-LUMO gap: 4.412 eV. The relative energy (zero: lowest compared OMol25 entry of this formula, charge and spin) is 0.632 eV.

(4)
ORCA calculation (ωB97M-V/def2-TZVPD) on a structure of composition C5H7DyO4.

Last column: Löwdin charge in e.
Atoms and positions in Å:
C  -0.93106  0.18188  -1.05945  -0.32
C  3.10636  0.51563  1.34741  0.05
H  2.54918  0.75241  2.25460  0.07
C  -4.45543  -0.56690  0.76882  -0.40
O  -5.10023  -0.08931  -0.07590  0.23
O  -1.39670  -0.73422  -0.12636  -0.52
H  -1.36811  0.02073  -2.06372  0.14
H  0.87844  -0.83960  -1.71149  0.14
C  0.57901  0.09543  -1.21295  -0.17
H  3.02960  -0.03745  -0.71205  0.14
H  4.19442  0.54515  1.37075  0.08
O  -4.09714  -0.97353  1.80748  0.15
H  0.98030  0.95256  -1.77108  0.15
O  1.13232  0.09444  0.11994  -0.30
H  -1.19380  1.21631  -0.75898  0.13
C  2.49419  0.18854  0.21374  -0.23
Dy  -0.40134  -1.32209  1.60923  1.67

The charge is +1. Its LUMO energy (alpha / beta) is -0.126 / -0.184 Eh. For the highest occupied orbital energy (alpha / beta), the calculation gives -0.4824 / -0.4875 hartree. The multiplicity is 7. As for the HOMO-LUMO gap (alpha / beta): 9.689 / 8.262 eV. The relative energy (zero: lowest compared OMol25 entry of this formula, charge and spin) is 0.000 eV.

(5)
ORCA calculation (ωB97M-V/def2-TZVPD) on a cluster of 3 separate species, C19H22F7NO8PS in total.

Last column: Löwdin charge in e.
Atoms and positions in Å:
H  -2.27620  0.03501  2.01564  0.05
H  -2.69468  -2.50679  -1.94296  0.06
F  2.25225  1.56825  -1.78283  0.08
F  -0.54089  3.95366  -3.32223  0.14
C  -3.10570  -0.64256  1.79930  -0.17
C  -3.57975  -0.74732  -2.84704  -0.18
N  0.20758  -3.33035  2.69248  0.07
O  5.79895  -3.57598  2.61156  0.04
H  -0.06393  6.68591  0.15253  0.13
O  -2.23480  5.00520  0.73321  0.07
F  1.23061  4.02988  -2.05523  0.16
O  2.38758  -0.72573  -0.34300  -0.33
C  0.70817  -4.76638  0.86487  -0.08
H  -3.32524  -0.34003  -3.82770  0.05
C  -2.36983  6.01911  1.61109  -0.57
C  -1.78472  5.53388  -0.51894  -0.11
H  -1.54319  -1.57024  -2.89968  0.06
S  1.05747  -0.13971  -0.25356  0.63
H  0.67671  -5.31639  2.94427  0.10
H  -3.27108  -1.25233  2.69122  0.06
C  -1.11799  6.82893  -0.09100  -0.12
O  0.87799  0.83995  0.79914  -0.33
O  -2.88881  5.94340  2.67631  0.16
H  5.64783  -3.61861  0.55996  0.13
C  -0.10105  -1.32293  -0.50892  -0.54
O  3.65284  -3.03026  2.44039  0.06
F  -1.00031  1.46865  -2.87055  0.12
C  1.06954  0.90367  -1.82422  -0.47
C  0.04059  -2.33657  1.83075  -0.12
H  -1.22146  7.63827  -0.80876  0.13
C  0.53661  -4.52289  2.21814  -0.17
H  -2.37840  -2.47138  0.86881  0.07
P  -1.76306  -0.64087  -0.67868  0.96
C  0.51020  3.22588  -2.86129  -0.51
C  5.66832  -2.88175  1.36559  -0.12
C  0.16969  -2.45762  0.44310  -0.30
F  1.09290  0.08954  -2.89392  0.10
H  -3.99433  -0.03058  1.63557  0.06
H  -4.44829  -1.39763  -2.97130  0.05
F  -0.57622  2.44937  -0.95552  0.12
H  0.64577  -3.86129  -1.09098  0.11
O  -1.82993  7.15858  1.10439  0.05
H  6.51687  -2.21646  1.22946  0.13
H  -3.74535  -1.73698  0.04031  0.07
H  4.44963  -1.18197  1.98008  0.14
C  4.33984  -2.16451  1.51971  -0.10
H  -3.88996  0.09843  -2.22510  0.05
H  3.78069  -2.05441  0.59730  0.10
C  -0.02786  1.98201  -2.09128  -0.39
C  4.55372  -3.74074  3.13307  -0.58
O  4.31779  -4.43433  4.07213  0.15
H  0.98786  -5.75726  0.52665  0.09
H  -1.11264  4.83241  -0.99876  0.10
F  1.26314  2.87625  -3.91982  0.17
C  0.52112  -3.72025  -0.02297  -0.03
C  -2.38625  -1.49135  -2.21418  -0.42
H  -2.65558  5.70322  -1.15496  0.14
C  -2.81224  -1.51587  0.56840  -0.41
H  -0.22255  -1.36913  2.24994  0.11

The charge is -1. Its LUMO energy is 0.091 Eh. For the highest occupied orbital energy, the calculation gives -0.1658 hartree. As for the HOMO-LUMO gap: 6.980 eV.

Calculated total energy in order - -7387.206; -22714.791; -99481.879; -37565.158; -77077.293 eV
Calculated F_max in order - 4.2; 3.4; 1.0; 2.8; 1.0 eV/Å